(1)
The following is a DFT calculation (ωB97M-V with the def2-TZVPD basis set) of a molecular structure, C12H26BaNO2P2 in a non-equilibrium geometry.

As for the relative energy (zero: lowest compared OMol25 entry of this formula, charge and spin): 0.000 eV. The LUMO energy comes out at -2.72 eV. The charge is +1.

Last column: Löwdin charge in e.
Element x y z (Å)
1 Ba -0.593 -1.230 -1.025  1.398
2 P -1.636 -1.256 1.943  0.710
3 C -2.062 0.546 1.979  -0.329
4 C -0.902 1.519 1.781  -0.324
5 N 0.138 1.146 0.999  0.047
6 C 1.220 1.951 0.898  -0.316
7 C 1.235 3.215 1.496  -0.018
8 C 0.116 3.667 2.207  -0.023
9 C -0.966 2.791 2.358  -0.017
10 C 2.455 1.486 0.135  -0.311
11 P 2.162 0.108 -1.042  0.692
12 H -1.872 3.036 2.914  0.121
13 H 2.134 3.811 1.335  0.121
14 H 0.088 4.675 2.622  0.119
15 H 2.926 2.304 -0.425  0.093
16 H 3.237 1.163 0.834  0.102
17 H -2.844 0.723 1.220  0.094
18 H -2.558 0.686 2.947  0.088
19 H -2.507 0.216 -3.664  0.047
20 O -2.772 0.710 -2.845  -0.140
21 H -3.453 1.343 -3.196  0.076
22 H 0.586 -1.657 -4.489  0.037
23 O 0.030 -1.015 -4.970  -0.090
24 H 0.234 -1.232 -5.916  0.077
25 C 1.923 1.141 -2.545  -0.295
26 H 2.860 1.721 -2.686  0.056
27 H 1.710 0.539 -3.448  0.029
28 H 1.067 1.827 -2.418  0.052
29 C 3.877 -0.472 -1.351  -0.279
30 H 3.868 -1.283 -2.102  0.050
31 H 4.512 0.365 -1.708  0.058
32 H 4.304 -0.921 -0.438  0.052
33 C -1.371 -1.541 3.731  -0.285
34 H -2.292 -1.278 4.299  0.056
35 H -1.111 -2.600 3.935  0.056
36 H -0.510 -0.956 4.105  0.052
37 C -3.342 -1.950 1.806  -0.291
38 H -3.294 -3.051 1.759  0.053
39 H -3.927 -1.629 2.691  0.055
40 H -3.825 -1.621 0.870  0.038
41 C 0.258 -3.962 -1.061  -0.431
42 H 1.117 -4.066 -1.765  -0.098
43 H -0.662 -4.344 -1.579  -0.099
44 H 0.443 -4.624 -0.189  -0.087


(2)
The following is a DFT calculation (ωB97M-V with the def2-TZVPD basis set) of a molecular structure, C27H26GeN6O4PdS.

As for the relative energy (zero: lowest compared OMol25 entry of this formula, charge and spin): 1.747 eV. As for the expectation value of S²: 0.754. The multiplicity is 2. The LUMO energy (spin up / spin down) comes out at -3.77 / -5.00 eV. The charge is +1.

Last column: Mulliken spin population.
Element x y z (Å)
1 Pd 1.116 -0.991 0.194  0.752
2 C 2.662 3.953 1.637  0.002
3 C 2.217 2.749 2.373  -0.003
4 N 1.964 2.666 3.640  0.000
5 N 1.574 1.373 3.838  0.000
6 C 1.568 0.650 2.723  0.000
7 S 1.145 -0.980 2.513  0.031
8 N 1.984 1.523 1.774  -0.010
9 N 2.168 1.136 0.448  0.080
10 H 2.800 4.764 2.346  0.000
11 H 1.911 4.254 0.903  0.000
12 H 3.605 3.770 1.121  0.000
13 H 1.317 1.056 4.759  0.001
14 H 1.951 1.909 -0.172  -0.006
15 H 3.121 0.788 0.321  -0.005
16 C -0.427 -1.187 -3.441  -0.008
17 C 1.015 -1.254 -3.103  -0.008
18 N 1.576 -1.236 -1.899  0.087
19 C 2.942 -1.399 -2.091  0.010
20 C 3.193 -1.483 -3.427  -0.002
21 N 1.970 -1.395 -4.034  0.001
22 C 4.394 -1.619 -4.308  -0.001
23 O 5.563 -1.667 -3.728  0.000
24 O 4.209 -1.665 -5.501  0.000
25 C 3.894 -1.458 -0.935  0.013
26 O 5.101 -1.550 -1.179  -0.001
27 O 3.354 -1.384 0.210  0.011
28 H -1.007 -0.945 -2.560  0.006
29 H -0.775 -2.151 -3.818  0.000
30 H -0.613 -0.434 -4.208  0.000
31 H 1.867 -1.449 -5.039  0.000
32 H 5.480 -1.578 -2.726  0.000
33 C -3.085 -0.121 5.041  0.002
34 C -3.243 -1.243 4.243  -0.001
35 C -2.683 -1.277 2.972  0.004
36 C -1.959 -0.188 2.492  0.018
37 C -1.812 0.940 3.302  0.001
38 C -2.372 0.975 4.569  -0.001
39 Ge -1.189 -0.282 0.723  -0.065
40 C -1.841 -1.847 -0.222  0.029
41 C -1.248 -3.100 -0.051  0.029
42 C -1.731 -4.207 -0.736  0.001
43 C -2.830 -4.076 -1.572  0.005
44 C -3.445 -2.839 -1.729  0.005
45 C -2.947 -1.727 -1.067  0.002
46 C -1.323 1.438 -0.176  0.023
47 C -2.246 2.380 0.280  0.001
48 C -2.368 3.614 -0.349  -0.001
49 C -1.565 3.924 -1.435  0.002
50 C -0.643 2.995 -1.904  -0.002
51 C -0.525 1.763 -1.278  -0.015
52 H -3.524 -0.094 6.029  0.000
53 H -3.804 -2.093 4.607  0.000
54 H -2.816 -2.159 2.355  0.002
55 H -1.269 1.808 2.940  -0.001
56 H -2.265 1.858 5.186  0.000
57 H -0.415 -3.233 0.636  -0.006
58 H -1.259 -5.172 -0.605  0.000
59 H -3.217 -4.940 -2.095  0.000
60 H -4.313 -2.743 -2.368  0.001
61 H -3.424 -0.763 -1.210  0.000
62 H -2.887 2.152 1.122  0.000
63 H -3.094 4.331 0.011  0.000
64 H -1.662 4.884 -1.924  0.000
65 H -0.027 3.229 -2.763  0.000
66 H 0.194 1.046 -1.655  0.013


(3)
The following is a DFT calculation (ωB97M-V with the def2-TZVPD basis set) of a gas-phase ion, C4H8N2O2 (charge +1) in a non-equilibrium geometry.

As for the relative energy (zero: lowest compared OMol25 entry of this formula, charge and spin): 7.243 eV. As for the expectation value of S²: 1.581. The multiplicity is 2. The LUMO energy (spin up / spin down) comes out at -7.12 / -7.26 eV. The charge is +1.

Last column: Mulliken spin population.
Element x y z (Å)
1 O 2.125 1.097 -0.637  0.789
2 C 1.404 1.335 0.402  -0.106
3 C 0.097 0.220 0.771  0.037
4 C -1.339 -0.356 -0.056  -0.150
5 C -0.135 -0.464 -0.827  0.185
6 N 0.656 -1.617 -0.918  0.023
7 O 0.594 -0.695 1.521  -0.625
8 N -2.100 0.699 -0.278  0.744
9 H 1.980 1.324 1.339  0.052
10 H 0.865 2.288 0.262  0.074
11 H -0.004 0.244 -1.638  -0.008
12 H -1.763 -1.233 0.437  0.014
13 H 0.173 -2.380 -1.375  0.007
14 H 0.973 -1.855 0.004  0.004
15 H -3.089 0.471 -0.413  -0.019
16 H -0.437 0.921 1.406  -0.020


(4)
The following is a DFT calculation (ωB97M-V with the def2-TZVPD basis set) of a molecular structure, C16H34CuHgO8 in a non-equilibrium geometry.

The LUMO energy comes out at -4.86 eV. The charge is +1.

Last column: Löwdin charge in e.
Element x y z (Å)
1 Cu -15.649 -6.736 12.528  0.604
2 Hg -17.045 -3.794 13.647  1.279
3 C -18.822 -7.277 15.402  -0.123
4 C -18.758 -7.201 13.933  -0.451
5 O -18.155 -5.987 13.515  -0.407
6 H -19.596 -6.630 15.815  0.074
7 H -17.964 -6.831 15.906  0.054
8 H -18.949 -8.319 15.695  0.069
9 H -19.697 -7.619 13.569  0.108
10 H -18.115 -8.013 13.593  0.067
11 C -14.586 -4.801 16.723  -0.084
12 C -14.915 -5.625 15.497  -0.455
13 O -15.016 -4.920 14.323  -0.348
14 H -14.535 -5.351 17.663  0.076
15 H -15.234 -3.951 16.940  0.047
16 H -13.607 -4.337 16.605  0.069
17 H -15.864 -6.128 15.680  0.081
18 H -14.240 -6.476 15.407  0.091
19 O -17.635 -3.328 15.826  -0.026
20 C -17.996 -2.473 16.625  -0.474
21 O -18.114 -2.611 17.911  0.029
22 C -18.051 -3.729 18.648  -0.255
23 C -18.884 -3.379 19.850  -0.046
24 C -18.392 -1.095 16.116  0.032
25 H -17.027 -3.911 18.973  0.131
26 H -18.344 -4.623 18.096  0.136
27 H -19.945 -3.301 19.614  0.091
28 H -18.749 -2.329 20.109  0.082
29 H -18.500 -3.830 20.764  0.090
30 H -19.384 -0.831 16.482  0.095
31 H -18.438 -0.804 15.066  0.079
32 H -17.768 -0.354 16.615  0.098
33 O -15.314 -8.689 13.815  0.060
34 C -15.317 -9.606 14.599  -0.530
35 O -14.261 -10.110 15.151  0.042
36 C -13.023 -9.411 15.172  -0.219
37 C -11.828 -10.343 15.204  -0.041
38 C -16.603 -10.310 14.963  0.056
39 H -13.000 -8.673 15.974  0.123
40 H -12.955 -8.738 14.318  0.111
41 H -11.190 -10.095 14.356  0.081
42 H -12.216 -11.342 15.005  0.086
43 H -11.363 -10.287 16.188  0.083
44 H -17.421 -9.593 15.037  0.056
45 H -16.411 -10.724 15.952  0.096
46 H -16.879 -11.097 14.261  0.105
47 O -16.277 -1.547 13.933  -0.012
48 C -15.340 -0.809 13.872  -0.546
49 O -15.189 0.102 12.958  0.037
50 C -16.173 0.145 11.878  -0.161
51 C -15.781 1.131 10.710  -0.041
52 C -14.102 -0.940 14.744  0.057
53 H -17.199 0.348 12.186  0.123
54 H -16.120 -0.858 11.454  0.112
55 H -15.915 2.156 11.056  0.074
56 H -16.498 1.018 9.897  0.080
57 H -14.745 1.007 10.394  0.079
58 H -13.263 -0.425 14.275  0.098
59 H -13.909 -1.945 15.118  0.085
60 H -14.250 -0.480 15.721  0.095


(5)
The following is a DFT calculation (ωB97M-V with the def2-TZVPD basis set) of a molecular structure, C42H49CaN5SSe2Si in a non-equilibrium geometry.

As for the relative energy (zero: lowest compared OMol25 entry of this formula, charge and spin): 0.054 eV. The LUMO energy comes out at -0.39 eV. The charge is 0.

Last column: Löwdin charge in e.
Element x y z (Å)
1 Ca 11.489 8.933 11.946  1.094
2 C 10.770 6.083 13.626  -0.071
3 N 10.937 7.474 14.042  -0.277
4 C 9.800 7.851 14.873  -0.087
5 C 12.223 7.671 14.675  -0.232
6 C 12.333 8.081 15.980  -0.030
7 C 13.599 8.128 16.559  -0.073
8 C 14.738 7.887 15.762  -0.093
9 C 14.617 7.674 14.428  -0.086
10 C 13.318 7.541 13.850  -0.278
11 N 13.106 7.450 12.473  -0.125
12 C 13.829 6.640 11.651  -0.266
13 C 14.834 5.734 12.132  -0.025
14 C 15.415 4.747 11.341  -0.100
15 C 15.089 4.717 9.980  -0.117
16 C 14.125 5.609 9.523  -0.055
17 C 13.459 6.547 10.321  -0.228
18 N 12.280 7.266 9.876  -0.226
19 C 12.448 7.941 8.570  -0.087
20 C 11.182 6.291 9.704  -0.085
21 H 10.630 5.416 14.527  0.114
22 H 9.806 6.004 13.111  0.061
23 H 11.605 5.775 13.011  0.074
24 H 9.801 7.210 15.754  0.090
25 H 9.897 8.880 15.202  0.062
26 H 8.857 7.646 14.328  0.095
27 H 11.457 8.392 16.557  0.114
28 H 13.765 8.444 17.580  0.099
29 H 15.727 7.848 16.224  0.109
30 H 15.420 7.648 13.723  0.098
31 H 15.072 5.837 13.216  0.096
32 H 16.162 4.110 11.823  0.101
33 H 15.603 4.016 9.266  0.110
34 H 13.823 5.478 8.486  0.100
35 H 12.723 7.212 7.777  0.091
36 H 11.622 8.498 8.246  0.048
37 H 13.207 8.712 8.662  0.059
38 H 11.352 5.658 8.781  0.111
39 H 11.074 5.632 10.547  0.080
40 H 10.257 6.834 9.660  0.011
41 C 6.420 6.405 9.541  -0.425
42 Se 7.130 6.771 11.297  0.867
43 C 6.559 8.618 11.443  -0.572
44 C 7.694 9.675 11.360  -0.543
45 Se 8.973 9.363 9.927  0.874
46 C 9.128 11.138 9.170  -0.385
47 H 5.331 6.240 9.517  0.031
48 H 6.856 5.504 9.179  0.004
49 H 6.619 7.299 8.934  0.014
50 H 6.142 8.767 12.460  0.065
51 H 5.735 8.792 10.730  0.074
52 H 8.189 9.657 12.323  0.020
53 H 7.262 10.659 11.225  0.073
54 H 8.347 11.225 8.443  0.012
55 H 10.094 11.267 8.741  -0.051
56 H 8.901 11.884 9.933  0.019
57 C 8.694 15.634 11.789  -0.109
58 C 9.580 14.932 10.976  -0.099
59 C 10.155 13.781 11.439  -0.174
60 C 9.914 13.313 12.718  -0.284
61 C 8.985 14.033 13.527  -0.081
62 C 8.377 15.187 13.057  -0.100
63 Si 10.869 11.742 13.392  0.715
64 C 12.639 12.382 13.799  -0.309
65 C 13.458 11.461 14.544  -0.153
66 C 14.750 11.803 14.857  -0.130
67 C 15.279 13.018 14.482  -0.116
68 C 14.499 13.982 13.828  -0.074
69 C 13.170 13.637 13.492  -0.085
70 C 10.211 11.763 15.227  -0.339
71 C 8.884 11.313 15.370  -0.162
72 C 8.220 11.359 16.611  -0.103
73 C 8.906 11.827 17.692  -0.119
74 C 10.205 12.307 17.568  -0.083
75 C 10.845 12.203 16.354  -0.113
76 H 8.188 16.506 11.421  0.090
77 H 9.675 15.278 9.967  0.094
78 H 10.840 13.214 10.826  0.032
79 H 8.832 13.754 14.579  0.094
80 H 7.717 15.800 13.650  0.096
81 H 13.041 10.532 14.821  0.067
82 H 15.361 11.111 15.425  0.102
83 H 16.286 13.246 14.818  0.094
84 H 14.900 14.993 13.721  0.098
85 H 12.571 14.385 13.009  0.088
86 H 8.336 10.994 14.468  0.088
87 H 7.172 11.046 16.630  0.102
88 H 8.388 11.850 18.640  0.095
89 H 10.739 12.702 18.424  0.100
90 H 11.862 12.589 16.287  0.101
91 S 12.634 11.574 9.535  0.690
92 C 13.901 10.836 10.308  -0.862
93 N 15.195 11.028 9.872  0.065
94 C 16.313 10.780 10.627  -0.040
95 C 16.116 10.308 11.869  -0.016
96 C 14.788 9.983 12.274  -0.095
97 N 13.774 10.171 11.476  0.013
98 H 15.196 11.447 8.932  0.141
99 H 17.227 11.114 10.189  0.126
100 H 16.949 10.094 12.544  0.121
101 H 14.557 9.549 13.251  0.080


(6)
The following is a DFT calculation (ωB97M-V with the def2-TZVPD basis set) of 3 unconnected molecules or ions with the total composition C4H14O2S in a non-equilibrium geometry.

As for the relative energy (zero: lowest compared OMol25 entry of this formula, charge and spin): 0.832 eV. As for the SMILES: CCCSC.O.O. The LUMO energy comes out at 0.74 eV. The charge is 0.

Last column: Löwdin charge in e.
Element x y z (Å)
1 C -0.460 -0.158 1.746  -0.149
2 C -1.529 0.068 0.659  -0.303
3 C -0.931 1.036 -0.436  -0.474
4 S 0.408 0.124 -1.320  0.785
5 C -0.568 -0.809 -2.502  -0.442
6 H -0.054 0.819 2.044  0.070
7 H -0.899 -0.504 2.689  0.064
8 H 0.368 -0.844 1.571  0.060
9 H -2.268 0.720 1.135  0.097
10 H -1.921 -0.882 0.331  0.090
11 H -0.402 1.831 0.088  0.058
12 H -1.775 1.415 -1.011  0.072
13 H -1.404 -0.148 -2.763  0.033
14 H 0.024 -0.984 -3.393  0.023
15 H -0.950 -1.770 -2.141  0.028
16 O 1.420 -3.750 -0.926  -0.042
17 H 1.260 -3.148 -1.643  0.004
18 H 0.583 -4.185 -0.811  0.024
19 O 3.020 3.327 2.239  -0.063
20 H 3.326 3.880 1.521  0.025
21 H 2.753 3.962 2.923  0.038